[1]
DFT (the ωB97M-V functional and the def2-TZVPD basis) results for the ion C19H36BN3O6P with charge +1 at a distorted geometry.

Output
SMILES string = CCCCc1cc(CCCCCCCCOC(C)=O)[n+](P(=N)(O)O)nc1CB(O)O
spin multiplicity = 1
max |F| = 3.93 eV/Å
E_tot = -1727.30661 Ha
charge = +1

CARTESIAN COORDINATES (ANGSTROEM)
P -3.551 2.488 -1.856
O 2.781 -3.290 -0.050
O -4.434 1.110 -1.967
O 4.510 -2.107 0.849
O 0.655 1.248 -4.806
O 2.001 -0.203 -3.435
O -3.307 2.977 -3.422
N -4.222 3.678 -1.103
N -0.945 2.281 -1.961
N -1.958 2.033 -1.156
C -3.780 -0.284 0.725
C -3.312 1.223 0.919
C -1.964 -1.937 1.719
C -0.710 1.163 0.712
C 0.429 1.424 -0.145
C 1.728 -2.507 0.550
C 0.271 1.976 -1.512
C -0.620 -3.651 0.217
C 0.622 -3.450 1.157
C 2.418 2.330 1.224
C 4.678 -2.336 -1.496
C -3.376 -1.263 1.887
C -1.689 -2.499 0.279
C -2.016 1.501 0.096
C 1.472 2.224 -2.468
C 1.865 1.121 0.371
C 3.026 1.114 3.476
C 3.962 -2.562 -0.116
C 2.060 2.163 2.754
B 1.375 1.061 -3.602
H 3.527 2.465 1.143
H 1.258 -1.797 -0.193
H -3.432 -0.705 2.857
H -0.228 -3.770 -0.830
H 1.340 3.199 -2.991
H -3.451 -0.609 -0.291
H -4.122 -2.102 1.864
H -0.156 0.708 -4.776
H 1.110 -4.459 1.259
H -4.106 1.984 0.768
H 4.603 -1.270 -1.822
H -1.372 -1.709 -0.452
H -0.632 0.755 1.735
H 0.987 1.879 2.915
H 1.332 -0.900 -3.308
H -4.973 1.156 -2.781
H -1.956 -2.828 2.408
H -3.040 3.917 -3.352
H 0.372 -3.135 2.197
H -5.135 3.326 -0.784
H -2.990 1.322 1.993
H 3.443 1.526 4.430
H 2.192 3.136 3.300
H 2.555 0.762 -0.429
H 5.769 -2.537 -1.330
H 3.851 0.873 2.756
H 2.130 -1.872 1.385
H -1.104 -1.301 2.040
H -2.658 -2.913 -0.112
H 1.754 0.256 1.081
H -4.904 -0.268 0.688
H 2.502 0.140 3.671
H 1.883 3.262 0.885
H 4.340 -3.063 -2.271
H -1.076 -4.640 0.496
H 2.437 2.112 -1.929

Atomic partial charges in e from the Löwdin method, atoms 1 to 8: atom 1 (P): 0.609, atom 2 (O): -0.027, atom 3 (O): -0.127, atom 4 (O): 0.107, atom 5 (O): 0.129, atom 6 (O): 0.118, atom 7 (O): -0.146, atom 8 (N): -0.147

---

[2]
DFT (the ωB97M-V functional and the def2-TZVPD basis) results for a structure of composition C34H61Br21HgN3O3 at a distorted geometry.

Output
spin multiplicity = 2
max |F| = 5.44 eV/Å
E_tot = -55929.26381 Ha
expectation value of S² = 0.76

CARTESIAN COORDINATES (ANGSTROEM)
Hg 15.106 13.968 17.096
Br 20.567 17.997 17.761
Br 8.801 20.388 14.228
Br 20.928 20.438 15.455
Br 19.740 19.257 20.674
Br 14.391 18.236 11.104
Br 18.758 24.519 16.735
Br 11.441 22.771 14.187
Br 13.870 22.653 16.435
Br 23.444 13.624 20.637
Br 22.257 20.776 18.485
Br 9.410 21.858 17.158
Br 20.613 14.905 19.322
Br 23.273 14.505 17.579
Br 19.254 24.788 13.629
Br 11.713 18.770 12.707
Br 14.402 23.368 13.475
Br 17.809 22.039 14.753
Br 20.409 22.604 20.854
Br 20.115 20.653 23.659
Br 12.845 20.767 10.385
Br 9.092 18.448 16.945
O 14.282 15.963 17.970
O 14.957 11.814 18.352
O 15.779 12.129 15.641
N 13.803 12.597 18.777
N 16.934 13.045 15.433
N 15.037 16.746 17.010
C 11.411 13.513 20.181
C 17.127 17.901 16.090
C 20.795 19.962 17.370
C 16.451 17.174 17.314
C 19.420 13.951 14.347
C 18.101 23.948 14.975
C 12.540 18.887 10.936
C 18.773 11.193 15.543
C 19.407 13.477 15.790
C 12.060 10.804 18.675
C 16.845 12.658 12.800
C 13.515 18.798 16.958
C 18.074 14.568 13.793
C 16.805 13.670 14.043
C 22.244 13.852 19.126
C 15.285 13.613 20.620
C 13.323 22.240 14.591
C 20.665 20.679 21.670
C 15.586 14.652 13.968
C 9.590 20.167 16.070
C 14.146 17.615 16.145
C 12.779 13.856 20.652
C 12.576 12.280 16.672
C 16.233 18.899 15.310
C 14.917 18.257 14.911
C 16.613 18.099 18.571
C 11.439 13.316 18.653
C 12.992 16.811 15.526
C 13.927 11.467 21.118
C 17.298 15.907 17.538
C 13.947 12.814 20.284
C 18.105 12.500 17.636
C 12.520 12.236 18.201
C 18.143 12.564 16.085
H 15.102 17.471 14.178
H 16.782 15.189 18.176
H 15.543 15.321 14.828
H 13.237 18.432 17.947
H 18.867 11.208 14.457
H 11.747 14.307 18.318
H 17.651 18.313 18.823
H 10.657 20.062 15.875
H 14.288 19.554 17.097
H 13.178 11.421 16.377
H 17.498 13.151 18.266
H 14.523 11.609 22.020
H 16.049 19.031 18.563
H 12.632 19.214 16.475
H 20.328 12.899 15.875
H 17.445 15.428 16.571
H 21.852 12.883 18.819
H 11.045 10.717 18.289
H 16.135 17.574 19.399
H 16.843 13.197 11.852
H 10.457 13.061 18.253
H 11.574 12.254 16.242
H 12.403 17.568 15.009
H 17.549 17.353 15.248
H 12.474 13.853 21.698
H 15.088 14.174 21.534
H 20.272 14.607 14.169
H 18.023 15.620 14.077
H 16.151 12.960 20.733
H 13.027 13.227 16.375
H 14.393 18.978 14.284
H 12.872 11.224 21.243
H 19.614 10.781 16.102
H 18.306 14.821 12.759
H 16.011 19.810 15.865
H 11.172 12.530 20.587
H 12.041 18.303 10.162
H 17.765 11.493 17.877
H 21.724 20.438 21.570
H 18.016 10.449 15.791
H 12.934 14.847 20.227
H 15.659 15.350 13.135
H 18.225 16.183 18.041
H 19.068 12.619 18.133
H 16.720 19.392 14.469
H 17.720 12.019 12.684
H 10.780 14.357 20.460
H 14.606 14.200 13.811
H 17.950 18.472 16.519
H 11.885 10.621 19.736
H 19.684 14.189 16.567
H 13.384 16.027 14.879
H 17.113 24.399 14.884
H 12.458 16.262 16.301
H 15.721 14.280 19.876
H 19.614 13.090 13.708
H 14.324 10.622 20.555
H 15.953 12.031 12.822
H 19.819 20.293 17.725
H 13.475 21.191 14.336
H 12.685 9.956 18.394

Atomic partial charges in e from the Löwdin method, atoms 1 to 8: atom 1 (Hg): 1.270, atom 2 (Br): 0.482, atom 3 (Br): 0.460, atom 4 (Br): 0.542, atom 5 (Br): 0.549, atom 6 (Br): 0.531, atom 7 (Br): 0.538, atom 8 (Br): 0.505